Molecular formula: C36H100O14
Method: DFT, the ωB97M-V functional and the def2-TZVPD basis

The geometry in XYZ format:
```
150
Properties=species:S:1:pos:R:3:forces:R:3:mulliken_charge:R:1
C -0.6992 0.3760 -0.5144 -0.2055 0.6609 -0.6760 2.041
C -0.0459 -0.4799 0.5280 -0.0018 0.5479 -0.3558 -0.233
O -0.3439 0.0438 1.7937 -0.7155 -1.3828 1.3293 1.772
H -0.5783 1.4514 -0.3843 0.4709 -0.0570 0.1244 -0.715
H -1.7738 0.2285 -0.4068 -0.1339 -0.2019 -0.3627 0.044
H -0.3683 0.1196 -1.5208 -0.2563 0.0158 -0.0613 -1.134
H 1.0224 -0.6759 0.4358 0.2582 0.3009 -0.2881 -0.943
H -0.5432 -1.4376 0.3742 0.1380 -0.4160 0.6529 0.668
H -0.0848 0.9607 1.9107 0.5432 0.4473 -0.6097 -0.848
C -0.8420 1.9050 5.4275 0.0548 -0.0010 -0.3063 -0.715
C -2.3621 1.8608 5.4125 0.8041 0.3610 -0.2415 -0.085
O -2.8355 2.2000 6.6916 -0.6187 -0.0068 0.5299 -0.573
H -0.5059 2.9376 5.5217 0.0417 0.1226 -0.1311 0.435
H -0.4397 1.4902 4.5033 0.2052 -0.0170 -0.0273 -0.036
H -0.4220 1.3855 6.2888 -0.1751 -0.2890 -0.0782 0.402
H -2.7395 0.8905 5.0898 -0.1026 -0.0052 0.2855 0.019
H -2.7290 2.6282 4.7309 -0.0768 -0.2365 -0.5136 0.155
H -2.7887 3.1588 6.7063 -0.1124 0.0364 0.4421 0.366
C 0.1542 4.0443 -3.8231 -1.1943 -0.2000 0.8346 -0.838
C -1.0976 4.0147 -2.8913 0.4678 0.1843 -1.0398 0.911
O -2.1806 3.3876 -3.5953 -0.0233 1.2514 0.9299 -0.649
H -0.1742 4.5244 -4.7449 0.2918 -0.1263 -0.1120 0.399
H 0.3884 2.9916 -3.9810 0.2799 0.0655 -0.3678 -0.231
H 1.0155 4.5630 -3.4020 -0.0563 0.0305 0.0690 0.445
H -1.4155 5.0250 -2.6337 -0.1888 0.1088 -0.3352 0.310
H -0.8505 3.5909 -1.9179 -0.1130 -0.6687 -0.0297 -0.661
H -1.9751 2.4811 -3.8352 0.7016 -0.2833 0.4158 -0.002
C -4.6081 1.1363 -1.3839 1.2114 -1.2130 -0.8100 -0.878
C -4.7668 1.2956 0.1040 -1.1057 0.7219 -1.2572 0.802
O -6.1547 1.0213 0.3391 0.2899 0.1227 0.5912 -0.612
H -5.4259 1.4067 -2.0519 -0.2744 0.3977 0.6338 0.567
H -4.4298 0.0791 -1.5810 0.0020 -0.1941 -0.2195 0.113
H -3.7165 1.6492 -1.7445 0.1224 0.1066 -0.0212 0.097
H -4.5228 2.3439 0.2758 -0.1207 0.0943 0.7586 -0.249
H -4.0995 0.6251 0.6455 -0.0219 0.0222 0.1869 -0.129
H -6.4154 1.4416 1.1619 -0.0536 -0.1073 0.1425 0.338
C -3.4662 -2.8584 3.7324 -0.5555 -0.6328 0.2531 -1.569
C -3.0137 -1.5303 3.2294 0.0198 0.4816 0.2449 0.627
O -2.7350 -1.6510 1.8548 0.0292 0.0193 -0.4495 -0.586
H -4.4971 -3.0440 3.4308 -0.0304 -0.0576 -0.1341 0.409
H -3.4597 -2.9226 4.8204 0.1806 -0.0219 0.0626 0.354
H -2.8584 -3.6437 3.2830 0.0943 -0.0292 0.2308 0.247
H -2.1506 -1.1565 3.7804 0.2908 -0.1156 -0.0692 -0.311
H -3.7941 -0.7886 3.3999 -0.2451 0.1950 -0.0929 0.304
H -1.9149 -1.1802 1.6889 0.0573 0.3310 0.1010 0.039
C 1.9445 2.7660 -0.6876 0.0884 0.2622 -0.4420 -1.008
C 2.0431 2.8585 0.8358 0.9291 -0.2756 -1.3243 0.168
O 0.8137 2.5774 1.4315 -0.3507 -0.6388 0.6379 -0.070
H 1.2633 3.4748 -1.1583 -0.3888 0.0701 0.3665 0.415
H 1.6296 1.7649 -0.9819 -0.0221 -0.0671 0.0104 -0.312
H 2.8764 2.9777 -1.2119 0.3974 -0.1330 0.3335 0.607
H 2.4312 3.8218 1.1668 0.0557 0.1378 -0.0192 0.450
H 2.7684 2.0966 1.1213 -0.0855 0.1694 0.4790 -0.115
H 0.1750 3.1723 1.0318 -0.3546 0.5844 0.1393 -0.277
C -3.6317 0.8869 -4.8688 -0.1958 -0.1549 -0.1464 -1.270
C -2.1781 0.6569 -5.2629 -0.8683 -0.1003 -0.2242 0.588
C -1.6143 1.5916 -6.2908 -0.7778 0.1470 -1.2976 -1.448
O -1.4199 0.7909 -4.0973 0.0415 -0.2574 1.3214 0.745
H -3.8012 1.8708 -4.4315 0.0329 0.0187 -0.0649 0.253
H -3.8862 0.1314 -4.1255 -0.0315 0.0558 0.1158 0.172
H -4.3283 0.7478 -5.6955 0.1224 0.0961 -0.1858 0.509
H -2.1279 -0.3779 -5.6017 0.2215 -0.1834 -0.2321 0.583
H -2.0837 1.3576 -7.2463 0.0258 -0.0249 -0.2791 0.464
H -0.5384 1.4868 -6.4308 -0.0411 0.0628 0.2580 0.182
H -1.9016 2.6249 -6.0960 0.3159 0.0643 0.2634 0.249
H -0.7014 0.1660 -4.2192 0.5993 0.2551 0.1468 -0.698
C 2.9173 2.8821 4.2830 0.1628 -0.5726 0.5584 -1.107
C 3.8505 1.6620 4.0313 -0.9216 -0.5835 -1.5931 0.203
C 3.0643 0.3352 3.7410 -0.4720 0.7682 1.2939 -0.901
O 4.5800 1.9782 2.8490 0.0105 0.7733 0.1039 -0.583
H 2.2974 3.1473 3.4266 0.3230 -0.3189 -0.2584 0.020
H 3.4690 3.7741 4.5799 0.2468 -0.0982 -0.1029 0.389
H 2.1924 2.6966 5.0756 0.1241 -0.2558 0.2514 0.299
H 4.5913 1.4562 4.8039 -0.3167 0.3082 0.5810 0.414
H 2.3865 0.1236 4.5680 -0.1703 0.1564 0.2598 0.410
H 3.6712 -0.5700 3.7215 0.4022 0.2119 -0.4922 0.440
H 2.4030 0.4283 2.8796 0.2837 0.0155 -0.2835 -0.022
H 4.9437 1.1748 2.4696 0.2303 -0.3036 -0.1949 0.419
C -2.4727 3.6048 2.0274 -1.6219 -0.1151 0.0309 -1.175
C -2.2119 4.1792 0.6356 -0.8514 0.5157 1.2497 1.410
C -3.1073 5.3704 0.1683 0.1992 -1.0678 -0.7964 -1.689
O -0.8855 4.6010 0.7401 1.5819 0.8531 -1.0938 -0.472
H -1.9199 2.6855 2.2210 0.1054 0.0174 -0.2229 -0.022
H -3.5346 3.3839 2.1357 -0.1346 -0.2633 0.1180 0.530
H -2.2424 4.3015 2.8334 0.2016 0.2712 -0.1873 0.435
H -2.2243 3.3605 -0.0839 -0.2371 0.1407 -0.2615 -0.554
H -2.7894 5.6631 -0.8324 0.2358 -0.1244 -0.1131 0.364
H -3.0675 6.3009 0.7345 0.0535 -0.3316 0.6346 0.422
H -4.1387 5.0539 0.0127 -0.1022 0.0285 0.3916 0.334
H -0.9112 5.5014 1.0723 0.3476 0.0733 0.1078 0.323
C 4.0479 -0.3195 -0.2917 0.5316 -0.6048 0.6463 0.311
C 5.1010 -1.0715 0.5834 1.0408 1.9010 -1.4052 0.509
C 6.2113 -1.7143 -0.3134 -1.2061 -0.5271 0.1895 -1.415
O 5.7424 -0.0599 1.3828 -0.0612 -0.1161 0.1070 -0.577
H 4.4455 0.5232 -0.8573 0.5508 -0.2069 0.0166 0.523
H 3.2841 0.1353 0.3391 -0.2188 -0.3795 0.0478 -0.829
H 3.6377 -1.0491 -0.9899 -0.3329 0.1751 0.0238 -0.083
H 4.6000 -1.7394 1.2842 0.0477 -0.5120 -0.3759 0.116
H 5.6936 -2.4712 -0.9027 0.2644 -0.3798 -0.0456 0.247
H 7.0308 -2.1748 0.2385 -0.2343 -0.1998 0.3180 0.450
H 6.7046 -1.0708 -1.0418 -0.4445 0.6179 0.2422 0.334
H 6.5058 -0.4860 1.7792 0.1841 0.1417 0.1990 0.329
C 0.1925 -4.3669 3.0345 1.0498 0.5103 -0.3494 -0.382
C 0.9017 -3.8048 4.2938 -0.1158 1.3727 -1.0896 0.408
C 0.4526 -2.4169 4.6821 -0.7560 0.5026 -0.0511 -0.577
O 0.7904 -4.6467 5.3703 -0.0430 -1.5109 1.4069 -0.593
H 0.8870 -5.0931 2.6121 -0.5051 -0.5894 0.0801 0.120
H 0.0834 -3.6398 2.2299 0.1388 0.5355 0.1392 -0.197
H -0.8229 -4.7422 3.1619 0.2478 -0.3052 0.5134 0.270
H 1.9803 -3.7145 4.1652 0.1379 -0.3120 -0.6564 0.217
H 0.9170 -2.0870 5.6113 0.0815 -0.1168 0.0174 0.398
H -0.6272 -2.4410 4.8289 -0.2398 0.0572 0.2175 0.207
H 0.6119 -1.6450 3.9292 0.1935 -0.1291 -0.2172 -0.246
H -0.0785 -4.5723 5.7717 -0.1904 0.0307 -0.0366 0.376
C 2.3458 -1.8225 -4.2817 1.5690 -0.5437 1.1155 -1.269
C 1.8087 -0.4464 -3.9740 1.2033 -0.3224 0.9133 2.099
C 2.8049 0.7419 -3.9361 0.5282 -0.9319 -0.4045 -1.165
O 0.8433 -0.3170 -4.9556 -1.4047 1.2328 -0.7144 -0.626
H 1.5975 -2.6148 -4.2630 -0.4472 0.4478 -0.1640 0.294
H 3.0253 -2.1275 -3.4859 0.5802 -0.0687 -0.1114 0.197
H 2.8543 -1.8483 -5.2455 0.1429 -0.0043 -0.0230 0.409
H 1.4068 -0.5050 -2.9625 -0.8928 0.1579 -0.1370 -1.048
H 3.5613 0.5707 -3.1702 -0.0683 -0.0818 0.1686 0.103
H 2.4065 1.7435 -3.7745 -0.5434 -0.2986 0.0543 0.152
H 3.3677 0.7702 -4.8691 0.0318 0.0490 -0.2802 0.472
H 1.3409 -0.1638 -5.7621 -0.2946 0.0673 -0.3895 0.375
C 2.2504 -5.9247 0.0152 0.7393 -1.2031 1.2887 -1.892
C 1.6399 -4.7593 -0.6285 1.1201 1.8288 0.3940 0.535
C 2.5917 -3.5375 -0.5704 -0.9691 -0.2912 0.2514 -0.219
O 1.3819 -4.9719 -1.9944 -0.8658 -0.2330 -0.4478 -0.446
H 2.4163 -5.7254 1.0739 -0.3899 0.0749 0.2235 0.341
H 3.2794 -6.1164 -0.2891 -0.0429 -0.2686 -0.7075 0.426
H 1.6097 -6.8037 -0.0568 0.2434 -0.1309 -0.1355 0.402
H 0.7419 -4.5170 -0.0602 -0.4478 0.0310 -0.6296 0.220
H 3.3799 -3.7045 -1.3046 0.1999 0.1748 0.0649 0.377
H 3.0131 -3.3662 0.4202 0.0476 -0.0510 0.0042 0.275
H 1.9898 -2.6714 -0.8456 0.2682 0.1997 -0.1486 -0.448
H 2.2308 -5.1904 -2.3860 0.0621 -0.1191 -0.2446 0.397
C -1.1475 -2.2062 -2.7519 -0.2947 -0.8361 -0.3424 0.684
C -1.8236 -3.5918 -2.7140 -1.4498 0.2722 -0.9517 0.443
C -3.2988 -3.5293 -3.2396 0.7534 0.3768 -0.1048 -1.658
O -1.1291 -4.5690 -3.4920 -0.4171 0.4854 0.1380 -0.647
H -0.7564 -1.9974 -3.7476 -0.0825 -0.2067 -0.2224 0.342
H -0.2875 -2.2024 -2.0822 -0.0742 0.2691 0.2562 -0.532
H -1.8817 -1.4262 -2.5502 0.2494 0.0522 0.4317 -0.054
H -1.9515 -3.9273 -1.6848 0.4396 -0.0768 0.2986 0.180
H -3.7905 -4.5011 -3.1941 0.1129 0.0233 0.1340 0.421
H -3.3827 -3.1644 -4.2632 0.4091 -0.1703 -0.2628 0.353
H -3.8721 -2.7903 -2.6799 0.0063 -0.1865 0.4288 0.337
H -0.2092 -4.5467 -3.2187 0.2897 -0.2223 0.2524 0.314
```
Forces are in eV/Å.

Output
Highest occupied orbital energy = -0.354 Ha
Frontier orbital gap = 9.967 eV
Lowest unoccupied orbital energy = 0.33 eV
Calculated total energy = -2484.83757 a.u.
Relative energy (zero: lowest compared OMol25 entry of this formula, charge and spin) = 85.4 kcal per mole
M = 757.18 g mol⁻¹